<A>
Below is 14 unconnected molecules or ions with the total composition H28O14, with properties calculated with the ωB97M-V functional and the def2-TZVPD basis.

Its HOMO energy is -9.85 eV. The frontier orbital gap is 8.75 eV. The total charge is 0.

Structure (XYZ):
```
42
Properties=species:S:1:pos:R:3:mulliken_charge:R:1
O -1.7296 -8.4604 -11.2505 -0.715
H -1.2439 -7.6373 -11.3734 0.383
H -2.1919 -8.4470 -10.4004 0.193
O -3.3202 -5.5161 -9.0265 -0.626
H -2.5224 -5.9010 -8.6362 0.435
H -3.3220 -4.6259 -8.7158 0.262
O -0.3845 -8.7576 -8.4987 0.258
H -1.0109 -9.3629 -8.9249 -0.132
H -0.8515 -8.0380 -8.0489 0.071
O -0.6642 -6.0757 -10.7504 -0.640
H -0.9134 -6.3022 -9.8537 0.294
H -0.7030 -5.1240 -10.8884 0.290
O -1.2516 -6.2484 -7.7102 -0.545
H -1.8698 -6.3120 -6.9730 0.284
H -0.8499 -5.4359 -7.5322 0.209
O -1.8380 -10.8813 -9.5109 -0.507
H -2.1342 -10.8584 -8.6080 0.287
H -2.6662 -10.8697 -10.0226 0.323
O -3.4711 -8.3650 -9.1537 -0.598
H -3.1905 -8.2395 -8.2132 0.212
H -4.4033 -8.2073 -9.0801 0.298
O -0.8395 -13.2306 -9.1344 -0.654
H -0.0978 -13.3673 -9.7164 0.273
H -1.1525 -12.3166 -9.1805 0.452
O 1.0657 -8.5710 -6.0410 -0.633
H 0.6167 -8.5818 -6.8785 0.305
H 1.6854 -7.8513 -6.2856 0.346
O -2.3408 -8.7930 -6.3973 -0.663
H -2.9671 -9.2550 -5.8654 0.284
H -1.8833 -8.1803 -5.7897 0.263
O -0.6027 -10.7845 -12.1710 -0.618
H -1.1034 -10.0307 -11.7719 0.415
H -1.1734 -11.3831 -12.6084 0.293
O -1.3561 -11.1513 -6.8625 -0.627
H -1.5254 -10.2575 -6.6522 0.357
H -1.2983 -11.5313 -5.9979 0.256
O 1.8641 -7.7593 -9.6258 -0.645
H 1.0205 -8.0345 -9.3033 0.284
H 2.4810 -8.3370 -9.1940 0.328
O 1.3908 -11.1805 -7.7615 -0.673
H 1.4986 -11.5212 -8.6362 0.293
H 0.5471 -10.7925 -7.6987 0.330
```


<B>
Below is a molecular structure, H28O14, with properties calculated with the ωB97M-V functional and the def2-TZVPD basis.

Its HOMO energy is -9.27 eV. The frontier orbital gap is 8.07 eV. The total charge is 0.

Structure (XYZ):
```
42
Properties=species:S:1:pos:R:3:mulliken_charge:R:1
O 3.6420 6.4490 1.4270 -0.698
H 3.9230 5.4870 1.1310 0.417
H 2.6860 6.5600 1.6070 0.454
O 1.1620 0.6380 -0.1000 -0.592
H 1.2920 0.3850 0.7300 0.386
H 0.2690 0.8910 -0.3160 0.309
O 5.4700 4.2330 1.6620 -0.663
H 5.9580 4.2730 2.4470 0.276
H 4.9590 3.3690 1.6490 0.484
O 1.2920 6.5550 3.0940 -0.688
H 1.7740 6.8740 3.8390 0.256
H 1.1320 5.6590 3.1080 0.316
O 2.0680 1.8410 4.6060 -0.685
H 2.5280 1.2770 3.8970 0.352
H 1.6650 1.0530 5.0870 0.300
O 2.4880 6.7600 -0.7720 -0.531
H 2.6030 6.7110 0.0190 0.116
H 1.9870 5.9850 -0.9410 0.326
O -0.6160 3.5180 1.9800 -0.897
H 0.2480 3.7540 1.6820 0.263
H -0.8120 4.0130 2.8270 0.367
O 3.9510 2.0980 1.7780 -0.838
H 3.9580 1.8130 0.8540 0.330
H 4.7280 1.6530 2.2570 0.346
O -1.6890 4.8000 0.1930 -0.763
H -1.3560 4.3560 1.0400 0.445
H -1.1130 4.4880 -0.5000 0.366
O 1.8960 0.3720 2.4070 -0.786
H 1.4980 -0.3210 2.9940 0.324
H 2.8180 0.0310 2.4860 0.329
O 1.9320 4.0200 -0.2540 -0.618
H 2.4770 3.2770 -0.0450 0.214
H 0.9830 3.4990 -0.5460 0.640
O -0.0150 3.3330 -1.5500 -0.485
H -0.1590 3.8000 -2.3470 0.272
H -0.6360 2.6310 -1.6360 0.247
O 0.2940 4.1030 4.4570 -0.683
H 0.7330 3.2490 4.4490 0.366
H 0.6210 4.3740 5.4170 0.294
O 1.5920 3.9210 1.8920 -0.291
H 2.1340 2.9370 1.9990 0.219
H 1.4570 3.8570 0.9310 0.204
```


Stability check: which of them is least stable? <B>.